1.
Molecular formula: C5H7NO
Method: DFT, ωB97M-V with the def2-TZVPD basis set

Structure (XYZ):
```
14
Properties=species:S:1:pos:R:3:forces:R:3
C -1.015800 -1.472158 0.042084 0.2 0.4 0.8
C -1.005879 0.006520 -0.386672 0.2 -0.8 -2.8
C 0.063878 0.884322 0.739254 1.5 0.8 0.0
C 1.144242 0.740576 -0.069999 -0.2 0.1 2.0
C 2.296328 0.549771 -0.643009 -0.5 -0.2 -0.5
N -0.338432 1.570487 1.708180 -0.1 -0.1 -0.3
O -2.067405 0.646632 -0.520933 0.4 0.2 0.6
H -1.361991 1.544767 1.761068 -0.1 -0.3 0.0
H -0.230086 0.024587 -1.288844 -1.0 -0.2 0.2
H -0.004261 -1.855973 0.172167 0.0 0.0 0.0
H -1.523167 -2.046178 -0.731970 0.0 0.2 0.0
H -1.571235 -1.555002 0.975928 0.0 -0.2 0.0
H 3.206343 0.875601 -0.140927 -0.2 0.0 0.1
H 2.407467 0.086049 -1.616327 0.0 0.0 -0.1
```
Positions in Å, forces in eV/Å.

Properties
**Energy above the lowest of the compared OMol25 structures with the same formula, charge and spin**: 570.4 kJ/mol
**Net charge**: 0
**Kohn-Sham gap (alpha / beta)**: 0.27396 / 0.27391 hartree

=====

2.
Molecular formula: C28H42BrN3NiP2
Method: DFT, ωB97M-V with the def2-TZVPD basis set

Structure (XYZ):
```
77
Properties=species:S:1:pos:R:3:forces:R:3
C -0.672743 7.184803 -6.212298 0.1 -0.1 -0.3
C -0.837823 5.824889 -6.565026 -0.1 0.5 -0.6
C -1.161077 5.507924 -7.900782 0.1 0.5 0.0
C -1.253388 6.554208 -8.831937 0.1 -0.2 0.9
N -1.068360 7.828558 -8.482907 0.0 0.2 -0.4
C -0.786467 8.154493 -7.221596 -0.1 -0.9 0.3
C -0.697325 4.776744 -5.593678 0.1 -0.4 0.8
C -0.589559 3.943347 -4.715445 -0.4 2.9 -2.7
C -0.652671 3.078870 -3.655797 -0.4 -0.3 0.4
C 0.422152 3.064611 -2.764663 -0.3 -0.8 0.2
C 0.471013 2.029417 -1.838499 -0.1 0.7 0.1
C -0.623444 1.182403 -1.800529 -0.6 -0.5 -1.0
C -1.754847 1.268929 -2.623053 -0.1 0.2 -0.5
C -1.793026 2.260356 -3.580139 0.7 -0.3 0.4
Ni -0.121559 -0.586914 -1.347410 -1.7 1.3 2.3
P 2.018229 -0.898650 -1.271837 2.5 -0.6 -0.8
H -1.335892 4.479081 -8.219015 0.1 0.3 0.2
H -0.457706 7.494976 -5.187118 0.0 -0.3 -0.3
H -1.478465 6.337538 -9.882382 0.1 0.2 0.4
H -0.637911 9.214465 -6.983581 -0.1 -0.4 -0.2
H -2.648257 2.405610 -4.251373 0.5 -0.1 0.2
H 1.196159 3.823799 -2.867278 0.0 -0.4 0.0
H -2.564054 0.548921 -2.545925 0.3 0.6 0.0
H 1.358661 1.891446 -1.241914 -0.3 0.0 0.1
C 2.217333 -2.426302 -0.286421 -0.3 -0.3 0.2
C 3.017312 -3.583449 -0.866540 0.1 -0.4 -0.1
H 1.194776 -2.758797 -0.065892 0.1 -0.1 0.2
H 2.640799 -2.106044 0.675114 -0.2 0.0 -0.1
H 3.040460 -4.415930 -0.154647 -0.1 0.2 -0.1
H 2.561494 -3.974715 -1.780946 0.1 0.1 0.0
H 4.057001 -3.331840 -1.084986 -0.2 0.1 0.0
C 2.231891 -1.269970 -3.080723 -0.2 -0.4 -0.1
C 3.001132 -0.258209 -3.932743 0.1 0.2 -0.2
H 1.186583 -1.282934 -3.438876 0.5 0.1 0.0
H 2.622079 -2.289080 -3.233435 -0.1 0.3 0.1
H 2.817339 -0.473195 -4.998585 0.1 0.1 0.4
H 2.671195 0.776829 -3.746037 0.1 -0.3 -0.1
H 4.087377 -0.320625 -3.774387 -0.4 0.1 0.0
C 3.569186 0.019944 -0.838590 -0.1 0.8 0.2
C 4.905568 -0.724252 -1.034283 0.1 -0.2 -0.1
H 3.504084 0.319880 0.218910 -0.1 -0.2 -0.4
H 3.581545 0.955744 -1.422521 0.0 -0.3 0.1
H 5.738084 -0.013899 -0.912721 -0.4 -0.1 0.0
H 5.054179 -1.508264 -0.278265 -0.1 0.2 -0.3
H 5.016227 -1.173951 -2.030877 -0.1 0.1 0.3
Br -2.278379 0.032801 -0.192705 1.1 -0.6 0.5
P -2.143879 -2.862387 -3.549958 0.2 0.6 0.8
C -0.368158 -3.213300 -3.531865 0.2 -0.1 -0.4
C -0.023886 -4.643187 -3.968087 0.1 -0.5 0.1
H 0.009649 -2.992930 -2.513767 -0.1 -0.1 -0.3
H 0.091550 -2.512793 -4.246270 -0.3 -0.2 0.2
H 1.038809 -4.718772 -4.227121 -0.2 0.1 0.1
H -0.224612 -5.374996 -3.177828 0.0 0.2 -0.1
H -0.600479 -4.935956 -4.852575 0.2 0.1 0.1
C -2.853687 -2.916752 -1.873431 -0.2 -0.4 0.0
C -4.303804 -3.415985 -1.939127 -0.3 -0.2 -0.1
H -2.781947 -1.927598 -1.371744 0.0 -0.4 -0.6
H -2.252221 -3.617149 -1.272104 0.0 0.1 -0.3
H -4.712519 -3.550365 -0.934266 0.1 0.1 -0.1
H -4.963004 -2.726844 -2.475801 0.1 0.0 0.1
H -4.354892 -4.381875 -2.451414 0.0 0.1 0.1
C -2.458379 -1.305988 -4.424237 -0.6 0.2 -0.5
C -2.813748 -1.454286 -5.917102 0.1 -0.1 -0.3
H -1.576143 -0.662544 -4.304204 -0.1 -0.2 0.1
H -3.307449 -0.813304 -3.928598 0.2 -0.3 0.1
H -3.191008 -0.499166 -6.300695 0.1 -0.2 0.2
H -1.947383 -1.729929 -6.530645 -0.2 0.0 0.2
H -3.596845 -2.204869 -6.075486 0.2 0.2 0.1
N 1.495222 2.098053 2.418904 -0.2 0.4 0.3
C 0.475379 1.437070 3.088255 -0.2 -0.3 -0.9
C -0.009552 0.516174 2.176902 0.7 0.8 0.7
N 0.719677 0.586888 1.011173 -0.1 0.5 -0.4
C 1.576696 1.582380 1.168232 -0.1 0.0 0.9
H 2.037447 2.903045 2.758873 -0.5 -0.7 -0.2
H 0.137691 1.686252 4.086984 0.3 0.0 -0.2
H -0.875821 -0.116099 2.266908 0.2 -0.2 0.1
H 2.252389 2.029944 0.446031 -0.1 -0.4 0.3
```
Positions in Å, forces in eV/Å.

Properties
**Energy above the lowest of the compared OMol25 structures with the same formula, charge and spin**: 41.8 kJ/mol
**Net charge**: +2
**Kohn-Sham gap (alpha / beta)**: 0.20871 / 0.15874 hartree
**Spin multiplicity**: 3

=====

3.
Molecular formula: C16H19F5FeN3Se2
Method: DFT, ωB97M-V with the def2-TZVPD basis set

Structure (XYZ):
```
46
Properties=species:S:1:pos:R:3:forces:R:3
Fe 0.354572 -0.000782 -0.233062 -1.3 -0.2 0.4
C -0.672534 -0.555231 3.956684 0.0 -0.1 -0.1
Se 0.496405 0.389482 2.730803 0.1 0.1 0.0
C 2.129295 -0.573447 3.163901 0.0 0.1 0.0
C 3.240406 -0.128804 2.235293 0.0 0.0 0.0
Se 2.812223 -0.596891 0.392084 -0.1 -0.2 -0.3
C 4.068211 0.550083 -0.536284 0.0 0.0 0.0
H -0.713166 -1.610582 3.697766 0.0 0.0 0.0
H -1.662403 -0.114664 3.869169 0.0 0.0 0.0
H -0.300961 -0.417299 4.968050 0.0 0.0 0.0
H 1.933183 -1.641004 3.075987 0.0 0.0 0.0
H 2.386634 -0.347779 4.196946 0.1 0.0 0.0
H 4.166796 -0.648710 2.466548 0.0 0.0 0.0
H 3.411106 0.944949 2.284429 0.0 0.0 0.0
H 3.914385 1.586212 -0.251130 0.0 0.0 0.0
H 3.884012 0.419784 -1.599578 0.0 0.0 0.0
H 5.073100 0.220516 -0.290195 0.0 0.0 0.0
N -3.049099 -0.000488 0.049672 0.1 0.0 -0.1
C -2.502656 -1.273465 0.147310 -0.1 0.3 0.0
C -3.389728 -2.353604 0.070962 -0.1 -0.1 0.0
C -2.898139 -3.630850 0.157943 0.0 -0.1 0.0
C -1.528228 -3.826989 0.331499 0.0 0.0 0.0
C -0.734129 -2.712798 0.398723 -0.1 0.1 0.1
N -1.200640 -1.447027 0.309140 0.5 -0.4 0.1
C -2.499119 1.272302 0.030484 0.0 -0.2 0.1
C -3.388571 2.344016 -0.110097 -0.1 0.1 0.0
C -2.898671 3.623284 -0.120520 -0.1 0.1 0.0
C -1.527216 3.836891 0.017383 0.0 0.0 0.0
C -0.728474 2.735015 0.152049 -0.1 -0.1 0.0
N -1.191658 1.462499 0.163137 0.4 0.3 -0.2
H -4.043971 -0.005590 -0.103151 0.0 0.0 0.0
H -4.449086 -2.172907 -0.060240 0.0 0.0 0.0
H -3.571473 -4.474836 0.086036 0.0 0.0 0.0
H -1.098802 -4.815523 0.402436 0.0 0.0 0.0
H 0.337826 -2.811788 0.523990 0.0 0.0 0.0
H -4.449601 2.154238 -0.211694 0.0 0.0 0.0
H -3.576729 4.459052 -0.234101 0.0 0.0 0.0
H -1.102108 4.829554 0.011917 0.0 0.0 0.0
H 0.343205 2.847454 0.261313 0.0 0.0 0.0
F -1.405383 0.203806 -2.973864 -0.2 -0.1 0.2
C -0.306599 -0.130046 -2.265930 1.1 0.4 0.1
F 0.539452 1.059417 -2.303449 0.1 0.0 -0.3
C 0.488497 -1.141907 -3.073108 0.0 0.0 -0.1
F 1.628121 -1.425300 -2.386434 0.2 0.0 0.1
F 0.861064 -0.756047 -4.287835 -0.1 0.0 -0.1
F -0.199851 -2.279998 -3.175486 -0.1 -0.1 -0.1
```
Positions in Å, forces in eV/Å.

Properties
**Energy above the lowest of the compared OMol25 structures with the same formula, charge and spin**: 75.9 kJ/mol
**Net charge**: +1
**Kohn-Sham gap (alpha / beta)**: 0.31581 / 0.31455 hartree
**Spin multiplicity**: 5

=====

4.
Molecular formula: C5H16N2O
Method: DFT, ωB97M-V with the def2-TZVPD basis set

Structure (XYZ):
```
24
Properties=species:S:1:pos:R:3:forces:R:3
C 2.500034 1.189779 -2.044479 1.1 0.0 -1.2
N 1.754710 0.141771 -1.368698 -1.5 1.5 0.8
C 1.074720 0.734188 -0.190761 0.2 -1.5 1.0
C 0.315489 -0.343005 0.631559 0.4 0.3 0.1
N -1.144071 -0.448290 0.433978 1.1 0.0 -0.1
C -1.515670 -0.230636 -0.955932 -1.2 0.3 -0.3
C -1.823826 0.506491 1.291977 -1.5 -0.8 -0.2
H 3.606880 1.171487 -2.006857 -0.3 -0.6 0.3
H 2.253527 1.170561 -3.108706 0.0 0.1 0.0
H 2.294459 2.200857 -1.693733 -0.5 -0.2 0.3
H 2.261686 -0.662672 -1.034777 0.5 0.2 -0.2
H 1.848188 1.134158 0.477387 -0.1 0.3 0.0
H 0.318244 1.505944 -0.342428 0.5 0.2 -0.9
H 0.493952 -0.039431 1.678167 -0.2 -0.6 -0.2
H 0.788594 -1.318388 0.449235 -0.1 0.1 0.1
H -1.034917 -0.849532 -1.712392 0.6 0.0 0.5
H -1.399151 0.832990 -1.219206 0.1 -0.1 -0.3
H -2.584906 -0.439850 -1.118561 0.1 0.1 0.4
H -2.886421 0.222747 1.309551 0.0 0.4 -0.5
H -1.621283 0.332172 2.347484 0.8 0.4 -0.1
H -1.733207 1.548521 0.934073 0.1 -0.1 0.4
O -1.515270 -2.732548 2.698437 -0.2 -0.4 -0.4
H -0.571636 -2.543034 2.744552 -0.1 0.0 -0.2
H -1.680116 -3.084281 1.800133 0.3 0.5 0.7
```
Positions in Å, forces in eV/Å.

Properties
**Energy above the lowest of the compared OMol25 structures with the same formula, charge and spin**: 179.4 kJ/mol
**Net charge**: 0
**Kohn-Sham gap**: 0.34333 hartree
**Structure (SMILES)**: CNCCN(C)C.O